{
  "formula": "C6H35NO12",
  "method": "wB97M-V/def2-TZVPD",
  "max_force_ev_per_a": 6.8,
  "relative_energy_kcal_mol": 146.7,
  "lumo_ev": 0.2277,
  "total_energy_ha": -1207.11395,
  "charge": 0,
  "orbital_gap_ev": 8.67,
  "spin_multiplicity": 1,
  "symbols": ["C", "C", "N", "C", "C", "C", "C", "H", "H", "H", "H", "H", "H", "H", "H", "H", "H", "H", "H", "H", "O", "H", "H", "O", "H", "H", "O", "H", "H", "O", "H", "H", "O", "H", "H", "O", "H", "H", "O", "H", "H", "O", "H", "H", "O", "H", "H", "O", "H", "H", "O", "H", "H", "O"],
  "xyz": [[-0.200179, 1.505235, 1.661390], [-0.138546, 0.337666, 0.791516], [-0.457549, -1.459483, -1.612119], [-0.742211, -0.053574, -1.608633], [-0.544294, 0.759905, -0.575908], [-1.027945, 0.327091, -4.072858], [-1.341371, 0.524832, -2.826084], [-0.942813, 2.139443, 1.173377], [-0.847285, 1.353320, 2.582312], [0.809007, 2.022532, 1.724321], [-0.832426, -0.550810, 1.024407], [0.849199, -0.095853, 0.767976], [-1.086211, -1.913137, -0.933914], [-0.710454, -1.970476, -2.509360], [-0.921410, 1.808245, -0.691071], [-1.255802, 0.977523, -4.948053], [-0.291468, -0.336036, -4.558769], [-2.116248, 1.316488, -2.554942], [-3.567149, -2.667726, 1.093386], [-2.864027, -1.395020, 1.418970], [-2.884822, -2.064079, 0.782911], [-0.055892, -1.106436, 4.556702], [-0.442704, 0.310281, 4.841524], [-0.571695, -0.343958, 4.207480], [-2.541037, 0.091625, 2.964008], [-3.276004, 0.657997, 1.757055], [-3.184979, -0.150243, 2.308612], [2.362094, 0.279219, -2.610742], [1.560130, 0.409685, -3.695350], [2.004465, 0.973780, -3.097293], [3.127302, -1.295001, -1.185084], [1.650538, -1.383524, -1.721538], [2.621725, -1.426375, -1.969438], [3.799576, 1.927975, 0.830696], [2.286012, 1.594178, 0.522094], [3.045513, 1.318360, 1.001718], [-3.199546, 1.272063, 0.036924], [-4.412281, 2.064749, 0.277752], [-3.591616, 1.796581, 0.706256], [1.350161, -2.210244, 0.218264], [2.775496, -2.365399, 0.208042], [2.075072, -2.649561, 0.725175], [0.486154, 2.699377, -0.905725], [1.621839, 1.950771, -1.593762], [1.473913, 2.430632, -0.859843], [3.848264, -0.086441, 0.767676], [4.722129, -1.319010, 0.912833], [3.958247, -1.024246, 0.276589], [-4.170221, -0.471308, -1.277898], [-2.841297, -0.874535, -0.491084], [-3.236090, -0.237163, -1.068003], [3.074752, -0.516067, 2.205382], [2.192593, -1.768108, 2.222803], [2.601391, -1.115741, 2.799319]],
  "forces_ev_per_a": [[-1.427, 1.861, 1.910], [-0.711, -2.623, -1.246], [-0.521, -1.102, -0.456], [-0.223, -0.179, -1.200], [-0.901, -0.341, -0.759], [1.290, 0.261, -3.615], [-1.095, 1.843, 1.482], [0.508, 0.863, -0.080], [2.011, -0.032, -0.365], [-1.671, -0.502, 0.682], [0.956, 1.337, 0.360], [0.470, -0.299, 0.088], [0.626, 0.067, 0.092], [0.481, 1.431, 1.253], [0.118, -1.217, 0.002], [-1.001, -0.157, 1.177], [-0.101, -0.461, 1.297], [1.257, -0.932, -0.696], [0.104, -0.061, -0.208], [-0.014, 2.366, 2.404], [0.209, -3.291, -2.409], [-0.487, 0.736, -0.609], [0.386, 1.907, 1.676], [0.000, -2.680, -1.037], [0.628, -0.178, 0.781], [-0.523, -0.197, 0.290], [-0.210, 0.474, 0.240], [1.939, -2.060, 2.101], [-1.273, -0.248, -1.607], [-0.328, 2.409, -0.742], [0.844, 0.376, 0.977], [1.270, -0.338, -0.230], [-2.357, -0.067, -1.248], [-1.274, -0.291, -0.024], [-1.200, 0.916, -1.475], [3.025, -0.128, 1.605], [0.929, -1.305, -1.638], [-0.107, 0.119, 0.389], [-0.842, 1.834, 0.693], [0.187, -0.816, 0.750], [2.631, 0.565, -0.993], [-3.979, -0.932, 0.365], [2.928, -0.664, 0.053], [0.684, -2.767, -4.656], [-2.934, 4.135, 4.542], [-0.769, -1.910, -2.335], [-1.917, -0.077, -2.112], [3.734, 2.228, 3.750], [1.238, -0.216, 0.604], [-0.419, -1.338, 0.795], [-1.976, 1.496, -1.680], [-0.696, -0.315, 0.538], [0.145, -0.240, -0.460], [0.354, 0.741, 0.986]]
}



{
  "formula": "C18H14AsCdPS4",
  "method": "wB97M-V/def2-TZVPD",
  "max_force_ev_per_a": 0.9,
  "relative_energy_kcal_mol": 5.7,
  "lumo_ev": 4.1013,
  "total_energy_ha": -5032.05490,
  "charge": -2,
  "orbital_gap_ev": 5.00,
  "spin_multiplicity": 1,
  "symbols": ["Cd", "C", "C", "C", "C", "C", "C", "P", "C", "C", "C", "C", "C", "C", "C", "C", "C", "C", "C", "C", "H", "H", "H", "H", "H", "H", "H", "H", "H", "H", "H", "H", "H", "H", "S", "As", "S", "S", "S"],
  "xyz": [[-0.787020, 1.117538, 1.017612], [6.889781, -0.780685, 1.083749], [6.393501, 0.495757, 0.852054], [5.033806, 0.702714, 0.732999], [4.145217, -0.369692, 0.834438], [4.664123, -1.650232, 1.053483], [6.014504, -1.851873, 1.187744], [2.332466, -0.202875, 0.659166], [2.134810, 1.544748, 0.162227], [1.808028, 1.813836, -1.167744], [1.571036, 3.109006, -1.586474], [1.654202, 4.145951, -0.684694], [1.973158, 3.896680, 0.639448], [2.207280, 2.606635, 1.065569], [1.818446, -0.140627, 2.406651], [2.636739, -0.509298, 3.462680], [2.133982, -0.528265, 4.749913], [0.811192, -0.169367, 4.971912], [0.013326, 0.221351, 3.911574], [0.486144, 0.251556, 2.596388], [7.956843, -0.942883, 1.179417], [7.068731, 1.338371, 0.765023], [4.657166, 1.698952, 0.557105], [3.988103, -2.493801, 1.118817], [6.391150, -2.851843, 1.363637], [1.677726, 0.992096, -1.865111], [1.252067, 3.293004, -2.602413], [1.411410, 5.151841, -0.999891], [1.993996, 4.711127, 1.351999], [2.407235, 2.407529, 2.110393], [3.673143, -0.789697, 3.288219], [2.772994, -0.820221, 5.575411], [0.400986, -0.180054, 5.978009], [-1.010701, 0.526040, 4.121147], [-4.678800, 3.303075, 0.102410], [-2.864844, 2.692851, -0.846786], [-2.567689, 0.469113, -0.538021], [-1.079438, 3.459422, 0.312913], [-2.623701, 3.175820, -2.916571]],
  "forces_ev_per_a": [[-0.009, -0.188, 0.123], [0.194, 0.114, 0.007], [0.360, -0.141, 0.050], [-0.287, -0.263, 0.004], [0.206, 0.142, -0.098], [-0.556, 0.270, -0.124], [0.525, -0.124, 0.056], [-0.075, -0.053, -0.210], [-0.015, -0.076, -0.070], [0.062, -0.292, 0.087], [0.179, -0.057, -0.365], [0.167, 0.321, -0.076], [0.307, 0.184, 0.122], [0.143, -0.113, -0.016], [-0.177, 0.065, -0.209], [0.322, -0.161, -0.010], [-0.110, -0.027, 0.329], [0.166, -0.075, 0.325], [-0.215, 0.164, -0.188], [-0.332, 0.106, -0.026], [0.012, 0.017, -0.003], [0.057, -0.015, 0.008], [-0.090, 0.074, -0.026], [-0.095, -0.014, -0.013], [0.064, -0.018, 0.010], [0.013, 0.018, 0.059], [-0.063, 0.022, -0.024], [-0.031, 0.003, 0.006], [-0.026, 0.018, 0.025], [0.012, -0.014, 0.053], [-0.128, 0.050, 0.060], [-0.001, 0.001, 0.038], [0.058, -0.019, -0.016], [0.089, -0.049, -0.024], [0.199, -0.056, -0.182], [0.001, 0.062, 0.082], [-0.011, 0.117, -0.056], [-0.920, 0.044, 0.042], [0.005, -0.035, 0.250]]
}



{
  "formula": "C34H35As2AuNO",
  "method": "wB97M-V/def2-TZVPD",
  "max_force_ev_per_a": 0.1,
  "relative_energy_kcal_mol": 0.0,
  "lumo_ev": -10.1625,
  "total_energy_ha": -6052.90571,
  "charge": 3,
  "orbital_gap_ev": 7.17,
  "spin_multiplicity": 1,
  "symbols": ["Au", "O", "C", "C", "C", "C", "C", "C", "C", "C", "N", "H", "H", "H", "H", "H", "H", "H", "H", "H", "H", "H", "C", "C", "As", "C", "C", "C", "C", "C", "C", "C", "C", "C", "C", "C", "C", "As", "C", "C", "C", "C", "C", "C", "C", "C", "C", "C", "C", "C", "H", "H", "H", "H", "H", "H", "H", "H", "H", "H", "H", "H", "H", "H", "H", "H", "H", "H", "H", "H", "H", "H", "H", "H"],
  "xyz": [[0.736761, -0.224903, -0.132185], [2.572079, 0.551274, 0.738720], [3.309356, -0.063662, 1.848695], [2.444413, -0.248329, 3.075398], [1.155340, -1.059597, 2.843466], [1.380902, -2.275477, 1.988664], [1.777704, -3.484622, 2.535525], [2.071347, -4.556563, 1.707865], [1.962060, -4.399181, 0.333134], [1.547287, -3.182767, -0.159199], [1.258040, -2.145744, 0.648903], [2.815474, 1.478776, 0.595124], [4.165164, 0.574339, 2.058570], [3.680353, -1.010534, 1.459566], [2.181509, 0.718198, 3.508555], [3.067713, -0.759228, 3.813420], [0.381055, -0.427685, 2.392138], [0.756503, -1.364793, 3.810677], [1.859652, -3.576079, 3.610473], [2.385884, -5.501922, 2.130235], [2.192700, -5.203956, -0.350019], [1.435821, -3.019819, -1.221900], [-1.161244, 1.840738, -2.360655], [-1.410939, 0.400754, -2.782310], [-1.281023, -0.866213, -1.315734], [-1.164029, -2.627870, -1.992670], [-0.381624, -2.878478, -3.122775], [-0.323965, -4.166814, -3.626537], [-1.033912, -5.188334, -3.002366], [-1.806114, -4.930885, -1.875957], [-1.875612, -3.646129, -1.359348], [-2.675879, -0.627042, -0.050979], [-2.575584, -1.243962, 1.197002], [-3.591518, -1.064061, 2.120439], [-4.689140, -0.270231, 1.800098], [-4.781298, 0.340305, 0.557158], [-3.771954, 0.165138, -0.379840], [0.103434, 2.003787, -0.876850], [1.724686, 2.855575, -1.385641], [2.426000, 3.594616, -0.427572], [3.648455, 4.155701, -0.772050], [4.159338, 3.978284, -2.052234], [3.457752, 3.238994, -2.998248], [2.240237, 2.666138, -2.667116], [-0.697805, 2.967627, 0.553169], [-0.755138, 4.357830, 0.442279], [-1.382539, 5.085388, 1.441314], [-1.936474, 4.432474, 2.536158], [-1.878033, 3.048382, 2.637052], [-1.262598, 2.306445, 1.640407], [-2.066437, 2.330405, -2.001998], [-0.768054, 2.428221, -3.190606], [-0.683336, 0.064417, -3.521536], [-2.399584, 0.266448, -3.226448], [0.172244, -2.089599, -3.618833], [0.263503, -4.373748, -4.510776], [-0.992253, -6.191544, -3.405566], [-2.367641, -5.728222, -1.408343], [-2.499029, -3.443699, -0.497589], [-1.724388, -1.871253, 1.442996], [-3.537250, -1.548983, 3.085979], [-5.483065, -0.136939, 2.522880], [-5.643151, 0.945373, 0.310517], [-3.864119, 0.631767, -1.353162], [2.007406, 3.770390, 0.557463], [4.191934, 4.746890, -0.047230], [5.106958, 4.426994, -2.318509], [3.858730, 3.115297, -3.995020], [1.699578, 2.093545, -3.412469], [-0.317012, 4.874996, -0.403662], [-1.436054, 6.162992, 1.366352], [-2.418867, 5.008432, 3.314490], [-2.315555, 2.547695, 3.490353], [-1.245130, 1.224249, 1.708700]],
  "forces_ev_per_a": [[-0.088, -0.004, -0.053], [-0.035, 0.012, 0.099], [0.016, -0.002, -0.054], [0.008, 0.009, 0.008], [-0.012, -0.005, -0.014], [-0.002, 0.005, 0.014], [-0.004, 0.004, 0.000], [0.002, -0.007, 0.009], [-0.003, -0.003, -0.003], [0.003, -0.011, 0.017], [0.041, -0.030, -0.032], [0.028, -0.013, -0.025], [-0.004, 0.005, 0.003], [0.006, -0.002, 0.008], [0.004, 0.000, 0.001], [-0.005, -0.004, 0.000], [0.005, -0.001, 0.005], [-0.002, 0.002, -0.002], [0.000, 0.002, 0.000], [0.001, 0.000, 0.000], [0.000, 0.000, 0.000], [0.010, 0.002, 0.004], [-0.001, -0.008, -0.001], [0.016, -0.009, -0.009], [0.024, 0.054, 0.075], [-0.013, -0.002, 0.031], [0.005, -0.008, -0.014], [0.002, 0.012, -0.005], [-0.001, -0.004, 0.012], [0.005, -0.002, -0.008], [-0.008, -0.004, -0.011], [-0.032, -0.003, -0.040], [0.019, -0.001, 0.002], [-0.005, 0.003, 0.003], [0.002, -0.006, 0.003], [0.003, 0.002, -0.009], [-0.008, 0.004, 0.014], [0.049, 0.025, -0.018], [0.002, -0.029, -0.040], [0.015, 0.006, -0.014], [-0.009, -0.009, 0.017], [-0.001, -0.007, -0.019], [0.017, 0.010, 0.010], [-0.026, 0.008, 0.015], [0.002, 0.021, -0.010], [0.008, -0.003, 0.008], [-0.007, 0.003, 0.011], [0.004, 0.012, -0.010], [0.000, -0.015, -0.006], [-0.012, -0.033, -0.001], [-0.001, -0.014, 0.010], [-0.018, 0.019, 0.002], [0.010, -0.006, 0.011], [0.000, 0.007, -0.008], [-0.001, 0.010, 0.005], [-0.001, -0.004, 0.000], [-0.002, 0.001, -0.002], [0.000, -0.002, -0.001], [0.004, 0.005, -0.001], [0.000, 0.004, 0.001], [0.000, 0.001, -0.001], [0.000, 0.001, 0.000], [-0.001, -0.001, 0.000], [-0.001, -0.001, 0.001], [-0.012, 0.011, 0.007], [0.001, 0.002, -0.001], [-0.001, 0.002, 0.000], [-0.001, -0.001, 0.000], [0.003, 0.003, -0.001], [0.000, -0.005, 0.002], [0.001, -0.001, 0.000], [0.000, -0.002, 0.001], [-0.001, 0.002, 0.000], [0.001, -0.004, 0.005]]
}